Entry 1:
{"formula": "C5H32N2O10", "method": "ωB97M-V/def2-TZVPD", "symbols": ["C", "N", "C", "C", "C", "N", "C", "O", "H", "H", "H", "H", "H", "H", "H", "H", "H", "H", "H", "H", "H", "H", "H", "H", "O", "H", "H", "O", "H", "H", "O", "H", "H", "O", "H", "H", "O", "H", "H", "O", "H", "H", "O", "H", "H", "O", "H", "H", "O"], "xyz": [[0.98300, -0.20876, 0.72827], [0.31639, -1.35375, 1.41265], [0.48533, -1.26818, 2.87844], [0.05996, 0.19660, -0.48458], [0.25454, -0.79175, -1.62269], [0.47709, 1.56888, -0.85823], [-0.58559, 2.43956, -1.41538], [-1.61109, 1.71651, -2.08513], [1.94750, -0.44498, 0.38912], [1.09423, 0.65734, 1.41958], [0.69775, -2.21359, 1.06303], [-0.00886, -2.18462, 3.32988], [-0.01045, -0.35917, 3.25621], [1.53219, -1.25754, 3.23664], [-0.94594, 0.18162, -0.12591], [-0.34960, -0.58251, -2.44535], [1.32498, -0.76968, -1.99319], [0.04583, -1.82296, -1.31447], [1.35688, 1.58193, -1.40152], [-0.15441, 3.08272, -2.22559], [-1.03209, 3.06859, -0.58614], [-2.23337, 1.20773, -1.43321], [-1.43972, 1.09431, -4.98435], [-1.45609, 0.82582, -3.53577], [-1.40789, 0.40687, -4.40656], [0.38802, 2.66016, 2.06081], [0.96248, 2.86291, 0.67056], [1.13897, 3.07340, 1.61702], [1.46508, -4.43417, -0.30881], [0.00263, -4.12999, 0.04095], [0.93150, -4.03576, 0.34088], [-1.80758, 2.22942, 2.53398], [-1.15966, 1.31923, 1.47005], [-1.03923, 1.69801, 2.37042], [4.25308, 0.85177, -1.28280], [3.52444, 1.54769, -0.18788], [3.44551, 1.25461, -1.11317], [-1.25920, -1.49737, 1.03717], [-2.77882, -1.94165, 1.45590], [-2.24014, -1.71303, 0.73021], [-1.73173, -3.76353, -1.54945], [-1.83669, -3.15749, -0.11541], [-1.57671, -3.94221, -0.59175], [2.77072, 2.47869, 1.61196], [3.72843, 1.48922, 2.20665], [3.57486, 2.01234, 1.47598], [-2.87339, -0.35380, 0.02091], [-3.96288, 0.24187, -0.94731], [-3.26023, 0.47870, -0.34266]], "atomic_forces_ev_per_a": [[-2.628, 0.529, 0.214], [0.225, 1.326, 0.755], [-0.616, -1.148, 0.501], [3.095, 0.535, 0.385], [1.715, -0.738, 0.726], [-0.503, 0.777, -0.493], [0.202, -0.280, -0.284], [-1.071, -0.550, 1.309], [1.392, -0.445, -0.568], [-0.273, -0.762, -0.420], [0.348, -0.632, -0.101], [0.533, 1.101, -0.349], [0.134, -0.422, -0.185], [-0.279, -0.019, -0.386], [-0.613, 0.272, 0.062], [-1.041, 0.417, -1.354], [-1.065, 0.088, 0.569], [0.073, 0.106, 0.118], [-0.843, -0.277, 0.280], [-0.191, -0.273, 1.062], [0.329, -0.554, -0.869], [1.280, 1.212, -0.931], [-0.158, 2.980, -2.736], [0.004, 0.213, 0.265], [0.155, -3.245, 2.132], [-0.128, -0.047, 0.247], [0.138, -0.138, 0.422], [0.203, 0.513, -0.737], [0.978, -0.747, -1.210], [0.229, -0.092, -0.231], [-0.907, 0.754, 1.426], [-0.726, 0.413, 0.080], [-0.025, 0.373, 0.829], [0.255, -0.921, -0.815], [2.240, -1.137, -0.720], [-0.057, 0.038, 0.215], [-2.150, 0.975, 0.283], [-0.193, -0.287, 0.271], [-0.807, -0.387, 1.517], [1.303, 0.654, -1.241], [0.193, -0.146, 1.207], [-0.548, 1.012, 0.310], [0.031, -1.084, -1.763], [-1.838, 0.954, 0.518], [0.477, -1.692, 2.380], [1.554, 0.758, -2.615], [-0.340, -0.142, -0.118], [-0.285, -0.206, -0.067], [0.196, 0.369, 0.111]], "e_above_lowest_kj_mol": 165.9, "smiles": "CNC[C@H](C)NCO.O.O.O.O.O.O.O.O.O", "lumo_energy_ha": 0.007, "e_tot_ev": -29160.1636, "orbital_gap_ev": 9.157}



Entry 2:
{"formula": "C7H6ClIN2O2", "method": "ωB97M-V/def2-TZVPD", "symbols": ["C", "C", "C", "C", "C", "C", "C", "N", "N", "O", "O", "Cl", "I", "H", "H", "H", "H", "H", "H"], "xyz": [[-2.27715, 2.08978, -3.08019], [-1.44701, 1.27056, -3.93423], [-0.27906, -0.52680, 1.71881], [-0.23263, -0.70150, 0.36845], [-0.54939, 0.46396, -0.44473], [-1.30510, 1.06701, -2.59525], [-0.36151, -1.34251, 2.96213], [-1.06669, 0.27375, -1.57550], [-0.18076, -2.01381, -0.22420], [-0.57248, -2.92262, 0.50344], [0.18384, -2.04888, -1.35221], [0.07374, 2.10466, -0.04832], [-1.76601, 4.12527, -2.67689], [-3.26715, 2.01568, -2.85284], [-1.13897, 1.49228, -4.91399], [-0.43787, 0.53681, 1.96059], [0.16853, -0.84582, 3.88676], [-1.46994, -1.44034, 3.11961], [0.05666, -2.28997, 2.73936]], "atomic_forces_ev_per_a": [[2.479, 0.205, 1.157], [0.132, 0.170, 2.919], [-0.386, 1.594, -0.318], [-0.618, 1.041, 3.766], [0.826, 0.611, -2.276], [-1.609, 0.693, -3.820], [0.264, 0.896, 0.562], [0.611, -0.563, 1.095], [-0.968, 0.493, 1.344], [0.493, -0.134, -0.796], [0.712, -1.266, -1.399], [-0.273, -1.065, 0.281], [0.052, 0.847, -0.036], [-2.748, -0.444, 0.071], [0.761, -0.681, -0.982], [0.302, -0.360, -0.252], [-1.205, -0.833, -1.953], [0.978, -0.055, 0.268], [0.196, -1.148, 0.369]], "e_above_lowest_kj_mol": 0.0, "smiles": "C/C=C(/C(Cl)=N/C1=C[C@@H]1I)[N+](=O)[O-]", "lumo_energy_ha": -0.033, "e_tot_ev": -35047.0085, "orbital_gap_ev": 7.880}



Entry 3:
{"formula": "C3H5O2S", "method": "ωB97M-V/def2-TZVPD", "symbols": ["O", "C", "O", "C", "C", "S", "H", "H", "H", "H", "H"], "xyz": [[-1.23456, 0.12580, -2.31729], [-1.36157, -0.09446, -1.03028], [-2.33598, -0.58998, -0.40716], [-0.26575, 0.73103, -0.24678], [0.54774, -0.30418, 0.51318], [2.36073, -0.07079, 0.82139], [0.36374, 1.32825, -0.93026], [-0.89530, 1.35793, 0.41502], [0.17251, -0.62702, 1.54843], [0.63875, -1.13902, -0.23500], [2.00971, -0.71755, 1.86874]], "atomic_forces_ev_per_a": [[-0.358, -1.400, 2.644], [-0.909, 2.547, -3.090], [1.583, -0.032, -0.344], [-0.847, -0.536, 0.861], [0.007, -1.272, -0.602], [0.048, 1.275, -0.681], [-0.475, -0.380, 0.291], [0.758, 0.065, -0.110], [-0.068, 0.415, -2.038], [-0.636, 0.212, 1.277], [0.897, -0.895, 1.792]], "e_above_lowest_kj_mol": 116.7, "smiles": "O=C([O-])CCS", "lumo_energy_ha": 0.117, "e_tot_ev": -18122.8183, "total_charge": -1, "orbital_gap_ev": 7.092}



Entry 4:
{"formula": "C34H42GeIrN6O", "method": "ωB97M-V/def2-TZVPD", "symbols": ["Ir", "C", "C", "C", "C", "C", "C", "C", "N", "N", "C", "C", "C", "C", "C", "C", "N", "C", "C", "C", "C", "C", "C", "N", "H", "H", "H", "H", "H", "H", "H", "H", "H", "H", "H", "H", "H", "H", "H", "H", "H", "H", "H", "H", "C", "Ge", "C", "C", "C", "H", "H", "H", "H", "H", "H", "H", "H", "H", "H", "C", "N", "N", "C", "O", "C", "C", "C", "C", "C", "C", "C", "C", "C", "H", "H", "H", "H", "H", "H", "H", "H", "H", "H", "H", "H"], "xyz": [[0.57336, 1.24529, -0.23639], [3.66406, 1.59643, -0.62089], [3.62661, 2.86782, 0.21284], [2.38738, 3.69196, 0.06598], [2.34979, 5.06251, 0.45984], [1.10897, 5.71002, 0.59315], [-0.03328, 5.09942, 0.15710], [0.05291, 3.80965, -0.56932], [1.31993, 3.10270, -0.37025], [2.81594, 0.43558, -0.19744], [3.06758, 0.13808, 1.22510], [2.10462, 0.77521, 2.19186], [2.41091, 0.78295, 3.54381], [1.46902, 1.20955, 4.46076], [0.22182, 1.60739, 4.00252], [-0.01817, 1.60142, 2.64677], [0.91173, 1.22222, 1.75442], [3.28916, -0.68431, -1.04716], [2.77823, -2.07347, -0.71680], [3.47448, -3.17426, -1.20528], [3.03068, -4.44198, -0.86895], [1.91671, -4.56573, -0.04593], [1.28561, -3.40933, 0.37660], [1.69321, -2.18532, 0.04038], [4.70382, 1.25155, -0.61380], [3.40753, 1.82483, -1.65708], [4.47312, 3.48178, -0.10360], [3.80823, 2.66905, 1.27306], [3.26515, 5.54446, 0.77240], [1.07114, 6.69032, 1.04802], [-1.00259, 5.57481, 0.23336], [0.01919, 4.07501, -1.64156], [4.09317, 0.40182, 1.50822], [2.96378, -0.93347, 1.37856], [3.38294, 0.43369, 3.86595], [1.69737, 1.21737, 5.51798], [-0.55570, 1.92553, 4.68146], [-0.97031, 1.89579, 2.23746], [4.38414, -0.72766, -0.99557], [3.04580, -0.42813, -2.08223], [4.35136, -3.03903, -1.82560], [3.55284, -5.31853, -1.22824], [1.55524, -5.53541, 0.26719], [0.39824, -3.46159, 0.99914], [-0.06308, 1.42167, -2.65759], [-1.82767, 2.10704, -1.94759], [-2.37798, 3.54323, -3.14347], [-3.26458, 0.81089, -1.79573], [-0.95201, 2.64945, -0.29671], [-0.23236, 0.64456, -3.40641], [0.74422, 0.84849, -2.08624], [0.48427, 2.23778, -3.12937], [-2.70240, 3.12768, -4.09764], [-1.58806, 4.26714, -3.34214], [-3.22534, 4.07097, -2.70368], [-3.78323, 0.72379, -2.74976], [-3.97269, 1.19022, -1.05690], [-2.93494, -0.17339, -1.47929], [-1.53227, 2.79403, 0.61033], [-2.77684, -4.48468, -0.51688], [-2.20413, -3.20492, -0.90984], [-1.89938, -2.24640, 0.03749], [-1.02265, -1.34813, -0.50428], [-0.74435, -0.30336, 0.16461], [-0.71625, -1.81652, -1.80054], [-1.43730, -2.97100, -1.99273], [-1.41813, -3.92039, -3.13576], [-2.75529, -1.99307, 1.15571], [-2.20042, -1.95305, 2.42479], [-3.02094, -1.68497, 3.51006], [-4.38079, -1.47655, 3.32064], [-4.92462, -1.52303, 2.04447], [-4.10963, -1.77319, 0.95062], [-3.33246, -4.35054, 0.40636], [-1.99790, -5.23337, -0.36641], [-3.46543, -4.81762, -1.28947], [-0.01458, -1.39164, -2.49323], [-0.79166, -3.53048, -3.93355], [-2.42171, -4.08291, -3.52966], [-1.01767, -4.88795, -2.82722], [-1.13966, -2.12779, 2.55340], [-2.60204, -1.65822, 4.50708], [-5.02054, -1.28359, 4.17108], [-5.98417, -1.36267, 1.89920], [-4.51903, -1.80345, -0.05164]], "atomic_forces_ev_per_a": [[0.090, 0.166, -0.531], [0.072, -0.098, -0.062], [-0.010, 0.023, 0.081], [-0.049, 0.200, 0.061], [-0.010, -0.207, -0.013], [-0.112, -0.157, -0.087], [0.108, 0.065, 0.096], [-0.105, -0.043, 0.006], [-0.105, 0.075, 0.074], [-0.105, 0.062, 0.265], [0.101, 0.046, 0.092], [-0.039, -0.008, -0.031], [-0.013, 0.001, 0.001], [-0.021, 0.007, 0.009], [0.013, 0.005, -0.002], [-0.012, 0.025, -0.012], [0.135, -0.031, -0.033], [-0.062, -0.191, -0.052], [-0.127, 0.153, 0.010], [-0.038, -0.065, 0.012], [-0.053, 0.049, 0.026], [0.059, 0.041, -0.053], [-0.015, -0.130, -0.129], [0.126, 0.015, 0.143], [-0.003, 0.020, -0.026], [-0.021, 0.014, 0.013], [0.018, -0.029, -0.014], [-0.015, -0.002, -0.004], [0.013, 0.001, -0.026], [-0.030, 0.007, 0.002], [0.011, 0.019, 0.032], [0.001, -0.009, -0.022], [-0.009, -0.006, -0.036], [-0.011, 0.014, 0.000], [-0.001, -0.001, -0.001], [0.003, 0.000, -0.001], [-0.010, 0.002, -0.011], [-0.005, 0.002, 0.035], [-0.007, 0.016, -0.013], [-0.042, -0.027, 0.012], [0.009, -0.004, 0.007], [0.005, -0.001, 0.005], [-0.002, -0.002, -0.005], [0.031, -0.002, 0.042], [0.074, -0.282, -0.157], [0.271, 0.007, 0.066], [-0.026, 0.028, 0.051], [-0.022, 0.012, 0.044], [0.053, 0.191, 0.063], [-0.118, 0.113, -0.055], [-0.055, 0.113, 0.185], [-0.033, 0.001, -0.001], [0.006, -0.015, -0.002], [0.013, -0.013, 0.024], [-0.005, 0.011, -0.033], [0.010, -0.003, -0.012], [-0.025, -0.020, -0.017], [0.016, 0.007, -0.012], [-0.068, 0.038, -0.025], [0.010, -0.007, 0.009], [-0.017, 0.048, -0.018], [0.015, -0.010, -0.007], [-0.209, 0.065, 0.121], [0.259, -0.267, -0.110], [0.102, -0.017, 0.041], [-0.015, -0.018, 0.020], [-0.003, -0.007, -0.016], [0.001, 0.008, -0.004], [-0.002, 0.006, -0.010], [-0.006, -0.001, -0.002], [0.011, 0.008, 0.023], [-0.003, -0.009, -0.017], [0.003, -0.012, 0.015], [-0.016, -0.004, -0.011], [-0.004, 0.002, 0.016], [0.016, -0.011, -0.007], [0.008, 0.023, -0.015], [-0.003, 0.002, -0.001], [0.002, -0.003, 0.000], [-0.002, -0.002, -0.003], [-0.002, 0.003, -0.004], [-0.001, -0.001, 0.002], [0.001, 0.000, 0.001], [-0.002, 0.000, -0.002], [0.001, 0.002, -0.003]], "spin_multiplicity": 2, "e_above_lowest_kj_mol": 10.3, "lumo_energy_ha": [-0.176, -0.232], "e_tot_ev": -106268.7394, "total_charge": 2, "orbital_gap_ev": [8.166, 7.028]}



Entry 5:
{"formula": "C17H22N4O5", "method": "ωB97M-V/def2-TZVPD", "symbols": ["C", "C", "C", "O", "C", "O", "C", "N", "C", "O", "C", "C", "C", "C", "O", "C", "N", "C", "O", "C", "C", "N", "C", "C", "C", "N", "H", "H", "H", "H", "H", "H", "H", "H", "H", "H", "H", "H", "H", "H", "H", "H", "H", "H", "H", "H", "H", "H"], "xyz": [[-5.27933, -2.62567, -2.92517], [-5.32680, -1.49660, -3.31798], [-5.38755, -0.11995, -3.79924], [-4.96857, 0.81542, -2.78912], [-3.64216, 0.93714, -2.62960], [-2.82180, 0.36784, -3.29584], [-3.32590, 1.91687, -1.51800], [-1.91118, 1.98929, -1.27037], [-1.35833, 1.29617, -0.23590], [-2.01115, 0.83571, 0.68163], [0.14674, 1.09669, -0.32758], [0.42758, -0.10394, -1.24284], [1.91497, -0.36893, -1.43266], [2.16574, -1.54894, -2.34701], [1.61982, -2.71062, -1.75696], [1.79934, -3.84915, -2.56332], [0.64733, 0.90038, 1.01371], [1.82595, 1.41537, 1.42687], [2.58507, 2.03953, 0.70928], [2.14195, 1.16304, 2.87988], [1.57834, 1.93676, 3.88536], [1.88787, 1.76139, 5.16363], [2.76595, 0.80143, 5.44868], [3.12755, 0.59431, 6.88770], [3.31898, 0.02621, 4.43062], [3.01632, 0.20077, 3.15179], [-5.23179, -3.62743, -2.57218], [-4.76483, -0.00272, -4.68519], [-6.41229, 0.15849, -4.03263], [-3.73481, 2.89148, -1.78987], [-3.82095, 1.59292, -0.60399], [-1.31808, 2.16481, -2.06583], [0.62846, 1.99152, -0.72913], [-0.05358, -0.98640, -0.81485], [-0.04796, 0.07152, -2.21370], [2.40528, 0.51354, -1.85162], [2.38984, -0.56289, -0.46898], [1.70110, -1.38024, -3.33034], [3.24356, -1.68314, -2.50894], [1.35794, -4.69578, -2.04188], [1.30538, -3.73069, -3.53532], [2.86329, -4.05116, -2.73636], [0.02206, 0.45264, 1.66734], [0.86418, 2.71791, 3.64934], [3.83480, -0.22484, 7.00687], [3.56994, 1.50312, 7.29601], [2.23274, 0.37631, 7.47058], [4.02898, -0.75952, 4.66307]], "atomic_forces_ev_per_a": [[-0.009, 0.005, 0.010], [0.014, -0.005, -0.014], [0.001, -0.002, 0.004], [-0.024, 0.004, 0.006], [0.023, 0.014, 0.012], [0.007, -0.005, -0.013], [-0.008, 0.005, -0.005], [0.018, -0.021, -0.004], [-0.015, -0.032, -0.018], [0.004, 0.017, 0.017], [0.000, 0.024, -0.003], [-0.015, -0.006, 0.005], [0.001, 0.006, -0.002], [0.003, 0.007, 0.003], [-0.003, -0.001, 0.001], [0.001, -0.003, -0.002], [-0.005, -0.004, 0.011], [0.001, 0.012, -0.008], [0.002, -0.012, -0.001], [0.026, 0.013, 0.001], [-0.017, -0.011, 0.004], [0.001, 0.000, -0.013], [0.002, 0.000, 0.013], [0.002, -0.002, -0.002], [-0.004, 0.003, 0.003], [-0.003, -0.002, 0.001], [0.001, -0.001, -0.002], [-0.002, -0.002, -0.001], [0.000, 0.001, 0.000], [-0.007, 0.002, 0.004], [0.001, -0.001, 0.002], [-0.005, 0.005, -0.002], [0.007, -0.004, -0.001], [0.001, 0.001, 0.001], [0.003, -0.001, -0.001], [0.001, 0.000, 0.001], [-0.001, -0.002, 0.002], [0.000, -0.001, 0.000], [0.000, -0.001, -0.001], [-0.001, 0.001, 0.002], [0.001, 0.000, -0.001], [0.000, 0.000, -0.001], [-0.002, -0.002, -0.004], [-0.001, 0.001, 0.002], [0.000, 0.000, 0.000], [0.000, 0.000, -0.001], [-0.001, 0.000, -0.001], [0.001, -0.001, -0.002]], "e_above_lowest_kj_mol": 219.3, "smiles": "C#CCOC(=O)CNC(=O)[C@H](CCCOC)NC(=O)c1cnc(C)cn1", "lumo_energy_ha": 0.020, "e_tot_ev": -34182.6955, "orbital_gap_ev": 9.909}